Record 1
Density functional theory data (wB97M-V/def2-TZVPD) for a structure of composition C30H45BrFeN4OP2.

Last column: Löwdin spin population.
Positions of all 84 atoms, in Å:
H 3.21 4.90 -0.33  0.0000
H -2.05 4.11 -3.84  0.0027
H -1.02 1.75 -4.25  0.0027
H -3.82 0.49 -1.43  0.0019
C 1.38 -5.67 0.31  0.0016
C -2.77 -1.14 3.72  0.0001
C 1.28 0.29 -1.52  0.0132
H 4.61 -0.21 0.25  0.0000
H 3.38 -7.73 -1.54  0.0000
C 2.50 -6.11 -0.41  -0.0016
H -1.33 -0.93 -3.22  0.0004
C -0.58 -0.87 -2.45  0.0006
H -1.33 2.71 -5.67  -0.0005
H -3.89 -2.80 1.05  0.0000
H -1.52 -0.24 5.20  0.0007
H 1.97 1.26 3.29  0.0001
H -5.64 -0.12 -3.03  0.0028
H 1.56 2.67 2.33  0.0000
C -1.57 -0.88 4.33  0.0018
H -2.44 1.36 -5.23  0.0004
H 3.66 3.78 2.80  0.0000
C -2.68 3.20 -4.01  0.0365
Br -0.97 1.94 -1.83  0.1931
H 0.89 -0.39 5.03  0.0007
C 0.54 -7.92 0.12  0.0008
H 2.73 -0.94 -0.44  0.0015
H 6.71 0.94 0.90  0.0000
H -5.33 1.33 -3.99  0.0010
H 4.43 2.31 3.34  0.0000
H 1.77 2.94 -0.12  0.0008
C -3.64 3.72 -1.01  0.0688
P -3.19 2.62 -2.38  0.4481
H -0.71 -2.99 -2.01  0.0004
H -4.29 5.72 -0.47  0.0004
C 5.80 1.53 0.69  0.0000
H -2.64 5.67 -1.10  0.0002
H -4.01 5.55 -2.21  0.0001
C 1.17 -3.01 0.07  -0.0133
H -3.59 3.51 -4.56  0.0171
C 2.84 2.77 0.00  0.0011
C -0.17 -2.06 -1.83  0.0020
N 1.57 -8.28 -0.63  -0.0028
C -5.29 0.91 -2.98  0.0189
C 0.00 0.35 -2.07  0.1139
H -4.21 -1.06 1.24  0.0001
H 5.80 2.42 1.33  0.0000
H 3.29 2.55 -0.97  0.0000
C 2.53 -7.42 -0.92  0.0005
P 2.80 1.15 1.02  0.0034
H 5.89 1.83 -0.38  0.0000
H 3.18 3.10 4.31  0.0000
C 3.48 2.83 3.29  0.0001
H 1.67 -1.24 3.74  0.0104
C -3.87 0.94 -2.44  0.0247
Fe 1.34 -2.89 1.89  2.9435
H 4.76 0.12 1.97  0.0000
C 4.60 0.61 0.99  0.0002
C -1.83 2.19 -4.84  0.0055
C 0.41 -6.63 0.67  -0.0018
H 2.90 4.50 1.34  0.0000
H 1.90 1.20 -1.48  0.0020
H -0.43 -6.41 1.32  -0.0002
C 1.76 -0.88 -0.94  0.0109
O -1.69 -2.97 0.92  0.0037
C 0.93 -2.03 -0.95  -0.0107
N -0.38 -2.19 2.66  0.0289
H -2.99 3.51 -0.16  0.0161
H 4.48 4.15 0.63  0.0000
H 3.31 -5.41 -0.64  0.0006
H -5.98 1.48 -2.34  0.0015
H -3.74 -0.76 4.05  0.0000
H -4.66 3.41 -0.72  0.0137
C 2.39 2.02 2.63  0.0001
H -4.84 -2.22 2.48  0.0000
N -2.77 -1.88 2.57  0.0002
N 0.82 -1.05 4.26  0.0122
C -1.60 -2.37 2.00  0.0030
C 1.29 -4.22 0.60  -0.0014
C 3.39 4.13 0.44  0.0003
C -3.64 5.25 -1.23  0.0046
H -0.21 -8.69 0.31  0.0001
H -3.21 0.32 -3.08  0.0008
C -4.01 -2.00 1.79  0.0001
C -0.39 -1.38 3.75  0.0108

2S+1 ... 5
Largest force on an atom ... 3.988 eV/Å
E_HOMO (spin up / spin down) ... -12.247 / -12.665 eV
Total charge ... +2
Energy ... -162835.3826 eV
Molar mass ... 675.41 g mol⁻¹
LUMO energy (spin up / spin down) ... -5.717 / -5.928 eV
Kohn-Sham gap (spin up / spin down) ... 6.53 / 6.74 eV



Record 2
Density functional theory data (wB97M-V/def2-TZVPD) for a structure of composition C30H45BrO2P2Pt.

Last column: Löwdin spin population.
Positions of all 81 atoms, in Å:
H -0.07 1.28 3.05  0.0013
H 0.14 4.05 -5.17  -0.0005
H 2.37 1.71 -2.00  -0.0003
C -1.02 -1.73 0.06  0.2202
H 1.92 -1.40 3.33  0.0073
H 2.27 -0.43 -3.12  0.0143
C 0.08 -0.53 -3.37  0.1382
H -0.68 3.95 -6.75  0.0180
H 0.94 -1.21 -7.67  0.0021
H -1.60 3.73 -5.22  0.0024
H 2.62 -2.29 1.93  0.0016
H -1.64 -3.11 -1.46  0.0048
H 4.09 0.06 -5.16  0.0001
C 1.00 -1.59 -6.65  0.0087
C 1.32 1.23 -6.24  0.0699
H -3.03 0.95 -3.23  0.0014
H 0.42 -4.18 0.90  0.0171
H -1.41 0.28 3.57  0.0001
Br 0.05 4.22 1.67  0.0238
H 0.56 4.39 4.55  -0.0014
C -0.65 3.54 -5.73  0.0628
H -3.50 -0.50 0.58  -0.0003
H -3.11 -0.75 2.28  0.0103
H 3.83 -1.63 -5.68  0.0000
H 3.77 -0.29 -6.90  0.0037
C -0.38 0.23 3.19  0.0009
H 3.90 1.22 2.72  0.0011
H -2.80 0.80 1.53  0.0079
C 0.40 2.57 -2.28  0.0031
H -1.31 1.63 -8.03  0.0156
C 2.31 2.57 2.28  0.0829
C 1.55 1.61 -2.72  0.0078
C -1.76 1.35 -1.56  0.0031
C -1.08 0.31 -3.79  0.1933
H -0.08 3.12 -3.11  -0.0001
O 2.78 3.32 0.09  0.2452
H -1.42 0.05 -7.21  0.0002
H 0.28 -1.42 -4.03  0.0118
C -0.30 -0.56 1.93  0.0604
C 3.54 -0.58 -5.87  0.0177
P -0.36 1.75 -5.83  0.4316
H -2.94 -2.06 -0.77  0.0015
C 2.12 2.97 5.06  0.0956
H 1.59 -2.51 -6.62  0.0000
H 3.70 1.48 5.20  -0.0011
H 2.69 -0.51 2.00  0.0180
O 2.05 1.18 0.42  0.4359
C -1.38 -0.75 1.03  0.2095
C 2.07 -1.39 2.24  0.0446
C -1.51 1.13 -7.07  0.0471
H 0.00 -1.85 -6.29  0.0000
H 0.68 -3.88 -0.85  0.0099
H -2.28 -3.38 0.18  0.0142
H 2.05 3.13 6.14  0.0044
H -2.43 -0.49 -2.40  0.0091
C 0.40 -2.13 0.30  0.1452
H -2.54 1.34 -6.75  0.0011
H 1.41 1.19 -7.35  0.0173
H 1.97 1.99 -3.68  0.0024
C 0.81 -1.29 1.50  0.2672
C -0.67 2.11 -1.33  0.0033
C -2.01 -2.61 -0.56  0.0299
C -2.15 0.52 -2.73  0.0363
C 0.89 -3.53 0.17  0.0517
H 1.99 -3.54 0.28  0.0024
H -1.59 -0.21 -4.61  0.0014
P 1.77 -0.42 -5.46  0.0727
C 3.05 2.06 4.54  0.0034
H -2.36 1.14 -0.67  0.0018
C 1.36 3.44 2.82  0.0768
H 0.24 -0.21 3.97  0.0000
C -2.76 -0.28 1.35  0.0281
H 0.95 3.33 -1.70  -0.0001
Pt 0.77 -1.48 -1.64  0.4912
C 3.15 1.87 3.15  0.0496
C 2.39 2.35 0.78  -0.0078
H -0.50 2.31 -0.27  0.0002
H -0.74 1.35 -4.14  0.0708
C 1.27 3.66 4.19  -0.0055
H 2.00 2.01 -5.87  0.0003
C 1.32 0.12 -2.83  0.0834

2S+1 ... 5
Largest force on an atom ... 2.655 eV/Å
E_HOMO (spin up / spin down) ... -12.462 / -12.952 eV
Total charge ... +2
Energy ... -127778.4387 eV
Molar mass ... 774.62 g mol⁻¹
LUMO energy (spin up / spin down) ... -5.355 / -8.613 eV
Kohn-Sham gap (spin up / spin down) ... 7.11 / 4.34 eV



Record 3
Density functional theory data (wB97M-V/def2-TZVPD) for a structure of composition C30H45Cl2N2PPb.

Last column: Löwdin charge in e.
Positions of all 81 atoms, in Å:
C 0.06 -1.49 -2.18  -0.2515
H 7.04 1.77 6.42  0.1069
C -1.53 3.43 -0.25  -0.2209
H 3.56 -2.36 3.07  0.0427
H -1.95 0.96 -3.66  0.1052
C -1.68 4.90 -0.67  -0.2034
C -1.03 2.54 -1.39  -0.4714
C 4.70 0.47 3.44  -0.1409
H -5.43 -1.44 -1.25  0.1099
C 0.59 -2.11 -3.48  -0.2004
C -2.77 -1.15 -0.19  -0.2545
H -0.76 -2.11 -1.78  0.0952
H -0.53 -5.17 0.55  0.1119
H 1.83 0.99 5.01  0.1164
H 3.38 1.75 6.82  0.1115
H -2.70 -1.66 -1.16  0.0965
N 3.36 0.57 3.65  -0.0923
H -2.52 4.98 -1.38  0.1116
H 1.52 -1.57 -3.76  0.1142
C 0.13 4.57 -2.42  -0.2028
H -5.20 1.19 0.29  0.1130
H 5.73 2.18 7.45  0.1080
H -3.70 0.46 -2.27  0.0914
H 0.86 -1.46 -1.43  0.0380
C 3.77 1.40 5.87  -0.0111
H 0.87 -3.15 -3.30  0.1038
C 3.06 -4.81 2.04  -0.0283
H -0.62 6.47 -1.71  0.1030
H 0.56 2.51 -2.89  0.0974
H -3.65 2.00 -1.42  0.0953
H -2.39 -0.68 -3.15  0.0975
H -0.24 0.06 -5.20  0.1133
H -4.23 -2.56 0.54  0.1047
Pb 1.71 -0.42 1.84  0.8360
H -1.82 -0.65 -5.55  0.1063
H 3.35 -6.85 1.43  0.1072
C -3.74 0.92 -1.27  -0.2117
H 0.12 -3.04 1.67  0.0769
H 0.36 5.59 -0.54  0.1104
Cl 2.47 0.46 -0.52  -0.2086
H 6.69 0.74 4.19  0.1108
P -0.78 0.78 -0.76  1.0288
H -1.79 2.50 -2.19  0.0946
C -0.41 5.47 -1.31  -0.2128
C 0.27 3.10 -2.01  -0.2274
Cl -0.79 -0.23 2.55  -0.2111
H -1.21 -2.74 -4.46  0.1096
C 0.84 -3.86 1.57  -0.0304
H -0.82 3.36 0.59  0.1168
H 1.09 2.98 -1.28  0.0842
H -1.96 5.50 0.21  0.1050
C 2.18 -3.66 2.06  -0.3270
C 2.91 0.99 4.86  -0.1252
N 6.05 1.79 6.58  0.1194
C -1.01 -0.62 -4.81  -0.1992
H 5.02 0.07 2.47  0.1165
C 1.37 -6.13 0.90  -0.0574
C 0.47 -5.06 0.97  -0.0703
C -4.12 -1.48 0.46  -0.2014
H -2.50 3.07 0.13  0.0962
C 2.66 -6.00 1.46  -0.0816
H 1.11 4.94 -2.75  0.1055
H -5.90 0.95 -1.32  0.1061
C -5.11 0.61 -0.64  -0.1988
C -0.45 -0.06 -2.43  -0.4607
C -5.30 -0.88 -0.31  -0.2082
C 2.63 -2.39 2.48  -0.1527
H -2.69 0.84 0.60  0.0734
H -6.22 -1.01 0.26  0.1033
C -2.61 0.36 -0.39  -0.4606
C 5.63 0.84 4.40  -0.0120
H 0.09 -2.32 -5.57  0.1032
C 5.17 1.35 5.64  -0.3157
H -1.96 -1.51 0.46  0.0476
H -4.11 -1.08 1.49  0.1112
H 4.07 -4.70 2.46  0.1132
H 1.07 -7.07 0.42  0.1077
C -0.41 -2.02 -4.64  -0.2086
C -1.55 -0.05 -3.49  -0.2118
H 0.39 0.53 -2.82  0.0816
H -0.54 4.63 -3.29  0.1111

Largest force on an atom ... 1.809 eV/Å
E_HOMO (spin up / spin down) ... -6.982 / -6.813 eV
Energy ... -74401.4819 eV
Molar mass ... 742.78 g mol⁻¹
LUMO energy (spin up / spin down) ... -2.237 / -2.147 eV
Kohn-Sham gap (spin up / spin down) ... 4.75 / 4.67 eV



Q: What is the energy in the third record?
A: -74401.4819 eV



Q: Among the records above, which one has the highest largest force on an atom?
A: C30H45BrFeN4OP2